ORCA calculation (ωB97M-V with the def2-TZVPD basis set) on 6 unconnected molecules or ions with the total composition C23H43N5O in a non-equilibrium geometry.

Output
Lowest unoccupied orbital energy ... 0.69 eV
DFT total energy ... -1251.10207 a.u.
Frontier orbital gap ... 11.018 eV
Net charge ... 0
SMILES ... CC(C)O.CCCC#N.CCCC#N.CCCC#N.CCCC#N.CCCC#N

Last column: Löwdin charge in e.
CARTESIAN COORDINATES (ANGSTROEM)
C  6.07028  0.93995  0.03509  -0.0613
C  5.14697  2.09441  -0.26684  -0.4761
C  3.84881  2.16399  0.58158  -0.0459
O  5.83630  3.32048  -0.00890  -0.0524
H  6.46491  1.06184  1.05363  0.0886
H  6.92744  0.90021  -0.64144  0.0791
H  5.61606  -0.04832  0.07358  0.0734
H  4.86858  2.07285  -1.31665  0.0989
H  3.26761  1.25362  0.49837  0.0515
H  3.19728  2.91789  0.21983  0.0404
H  4.05179  2.28915  1.65946  0.0935
H  6.74121  3.36897  -0.31896  0.0839
C  -4.87448  1.96865  -1.90756  -0.1148
C  -3.75194  2.99238  -1.65648  -0.2606
C  -2.39333  2.31335  -1.60113  -0.2003
C  -2.38150  1.23526  -0.61555  -0.2244
N  -2.37685  0.39495  0.16363  0.1838
H  -4.98004  1.36080  -0.98754  0.0768
H  -4.62360  1.33914  -2.72502  0.0582
H  -5.83768  2.49599  -2.08964  0.0845
H  -4.07338  3.39823  -0.67636  0.1181
H  -3.68649  3.73903  -2.46908  0.1177
H  -1.58914  3.07225  -1.39512  0.1158
H  -2.21031  1.84332  -2.56312  0.1164
C  -4.32057  -4.35860  2.34726  -0.0725
C  -4.20678  -5.85311  1.70641  -0.2080
C  -4.84734  -5.81818  0.27943  -0.1828
C  -4.10222  -4.94708  -0.67798  -0.2284
N  -3.58633  -4.34668  -1.51657  0.1358
H  -4.09023  -4.46430  3.42126  0.0726
H  -5.30750  -3.95227  2.29929  0.0485
H  -3.66520  -3.71280  1.77377  0.0453
H  -4.57557  -6.63656  2.36499  0.0987
H  -3.19683  -6.09254  1.59528  0.0694
H  -5.89405  -5.38281  0.39068  0.1356
H  -4.78568  -6.83153  -0.08342  0.1017
C  1.55832  -1.44546  0.80893  -0.1070
C  0.64157  -2.14989  -0.16013  -0.2283
C  -0.69192  -2.56104  0.50402  -0.2037
C  -0.58212  -3.33317  1.73161  -0.2637
N  -0.27753  -3.87717  2.68870  0.1470
H  1.14782  -0.42114  1.03143  0.0703
H  2.51197  -1.19860  0.43818  0.0411
H  1.70053  -2.06684  1.69723  0.0796
H  1.10473  -3.06639  -0.56773  0.1177
H  0.38424  -1.46797  -1.03126  0.1089
H  -1.26033  -3.22223  -0.11234  0.0813
H  -1.38767  -1.71164  0.72723  0.0850
C  1.42770  0.95077  3.45112  -0.1240
C  -0.04658  0.85439  3.18193  -0.2446
C  -0.44477  2.19479  2.49911  -0.1590
C  0.16667  2.58603  1.18907  -0.1880
N  0.51155  3.05421  0.20634  0.1713
H  1.96544  1.18485  2.56057  0.0272
H  1.92728  0.05192  3.82879  0.0845
H  1.55272  1.76588  4.21415  0.0996
H  -0.58362  0.78778  4.14823  0.1219
H  -0.30855  -0.03222  2.63791  0.0727
H  -0.03237  2.93011  3.16680  0.1061
H  -1.47571  2.35801  2.51586  0.0890
C  1.82299  0.22154  -3.19758  -0.1045
C  1.40400  1.68951  -2.97692  -0.2416
C  2.60587  2.64587  -3.20492  -0.1746
C  2.14878  4.03121  -3.39733  -0.2275
N  1.77800  5.10397  -3.53825  0.1371
H  2.21417  0.01794  -4.24676  0.0990
H  1.03551  -0.47433  -3.05813  0.0379
H  2.60793  -0.03472  -2.50021  0.0614
H  0.99043  1.79611  -1.99588  0.0598
H  0.65355  1.89253  -3.73352  0.1038
H  3.15872  2.26376  -4.04671  0.1063
H  3.39045  2.58970  -2.40568  0.0976

***

ORCA calculation (ωB97M-V with the def2-TZVPD basis set) on a molecular structure, C23H44CeNP3S in a non-equilibrium geometry.

Output
2S+1 ... 2
Lowest unoccupied orbital energy (spin up / spin down) ... -10.93 / -11.44 eV
DFT total energy ... -2853.86016 a.u.
Frontier orbital gap (spin up / spin down) ... 5.192 / 4.588 eV
Net charge ... +3

Last column: Löwdin charge in e.
CARTESIAN COORDINATES (ANGSTROEM)
Ce  -1.07215  -0.02438  0.20787  0.6278
P  1.85816  0.64924  -0.30355  0.7463
P  -0.57577  -0.50673  -2.68958  0.7385
P  0.52352  -0.57044  2.74617  0.7484
H  -4.79011  -7.00832  -0.42770  0.0481
C  -5.10982  -6.73810  0.58401  -0.0689
C  -6.00931  -5.76450  0.76682  -0.0551
H  -6.40854  -5.22427  -0.09538  0.0578
C  3.08421  -0.67600  -0.63968  -0.2213
C  2.20421  1.73582  -1.75259  -0.2398
C  2.82155  1.62498  0.92533  -0.2382
C  -2.24828  -1.21955  -3.00335  -0.2465
C  -0.43580  0.66698  -4.08891  -0.2300
C  0.46864  -1.88157  -3.31678  -0.2400
C  -0.61617  -1.54246  3.81071  -0.2754
C  1.06839  0.65889  4.00462  -0.2399
C  1.99659  -1.67657  2.76381  -0.2428
H  -4.69453  -7.33539  1.40088  0.0709
H  -6.42559  -5.53203  1.74970  0.0670
H  4.08672  -0.24016  -0.76038  0.0791
H  2.79626  -1.21428  -1.54856  0.0355
H  3.08216  -1.39075  0.18925  0.0315
H  3.25607  2.05171  -1.72269  0.0728
H  1.55988  2.61971  -1.71038  0.0474
H  2.00461  1.21013  -2.69071  0.0294
H  3.79653  1.87638  0.48946  0.0736
H  2.97279  1.06353  1.85085  0.0202
H  2.28754  2.54909  1.16729  0.0372
H  -2.40657  -1.35182  -4.08283  0.0802
H  -3.02522  -0.54697  -2.61324  0.0535
H  -2.36476  -2.18064  -2.48827  0.0367
H  0.03888  0.19409  -4.95960  0.0765
H  0.17102  1.52510  -3.78001  0.0272
H  -1.42781  1.03571  -4.37865  0.0648
H  0.07857  -2.22964  -4.28637  0.0763
H  0.44691  -2.70419  -2.58842  0.0494
H  1.50922  -1.55043  -3.44370  0.0502
H  -0.13248  -1.80700  4.76046  0.0744
H  -0.95567  -2.44529  3.28999  0.0119
H  -1.51621  -0.94641  4.00469  0.0488
H  1.38226  0.15050  4.93005  0.0781
H  0.23981  1.34256  4.23750  0.0584
H  1.90243  1.26298  3.63019  0.0342
H  2.14006  -2.08897  3.77626  0.0767
H  2.91193  -1.14946  2.46183  0.0425
H  1.82989  -2.50488  2.05913  0.0514
C  -2.94041  -3.18932  0.59016  -0.6461
C  -1.85663  -4.06532  0.82645  -0.0751
C  -1.73682  -5.21269  0.05146  -0.0083
C  -2.72049  -5.54147  -0.89463  -0.0031
C  -3.75516  -4.63564  -1.17385  -0.0563
C  -3.92080  -3.51012  -0.37449  -0.0958
S  -3.06158  -1.68974  1.41514  0.7503
H  -0.48377  -1.80813  -0.18214  -0.0546
H  -1.10112  -3.77166  1.56584  0.1020
H  -0.87938  -5.87559  0.18967  0.1347
H  -2.71730  -6.54778  -1.33521  0.1438
H  -4.47594  -4.87622  -1.95336  0.1390
H  -4.80558  -2.86817  -0.43766  0.1300
C  -1.54709  6.80885  0.09387  -0.0091
C  -1.25832  5.33570  0.06370  -0.2039
C  -0.48608  4.74514  1.07584  0.0336
C  -0.29745  3.36649  1.06797  -0.1107
N  -0.82032  2.55684  0.10669  -0.1241
C  -1.47944  3.14819  -0.91832  -0.1171
C  -1.74989  4.51266  -0.95843  0.0328
H  -2.12640  7.10034  0.97765  0.1107
H  -0.63228  7.41041  0.12594  0.1086
H  -2.11944  7.13470  -0.77776  0.0947
H  -0.03207  5.33112  1.88483  0.1470
H  0.26162  2.86774  1.86421  0.1028
H  -1.81297  2.47116  -1.70355  0.1084
H  -2.34393  4.90967  -1.78539  0.1410

***

ORCA calculation (ωB97M-V with the def2-TZVPD basis set) on 11 unconnected molecules or ions with the total composition C23H44Cl20FNO3 in a non-equilibrium geometry.

Output
Lowest unoccupied orbital energy ... 0.41 eV
DFT total energy ... -10486.98278 a.u.
Frontier orbital gap ... 10.474 eV
Net charge ... 0
SMILES ... NC(=O)OCC(=O)F.ClCCCl.ClCCCl.ClCCCl.ClCCCl.ClCCCl.ClCCCl.ClCCCl.ClCCCl.ClCCCl.ClCCCl

Last column: Löwdin charge in e.
CARTESIAN COORDINATES (ANGSTROEM)
N  -0.76213  -4.55519  0.33169  0.1416
C  -1.41516  -4.20543  -0.87878  -0.7241
O  -1.17851  -4.80228  -1.88824  0.0997
O  -2.38223  -3.20502  -0.91689  -0.0508
C  -3.37460  -3.31066  0.06749  -0.1179
C  -4.20231  -4.56564  -0.04901  -0.4269
O  -4.22459  -5.33943  -0.94561  0.1994
F  -5.01729  -4.74901  1.00994  0.1055
H  -1.24181  -5.38431  0.67418  0.1089
H  -0.91593  -3.84172  1.03846  0.0837
H  -4.05376  -2.46800  -0.04940  0.1281
H  -2.97256  -3.23669  1.07770  0.1291
Cl  -1.20841  -0.27662  0.31301  0.5473
C  -1.36965  0.29241  -1.36630  -0.6694
C  -2.46590  1.31321  -1.50714  -0.6518
Cl  -4.08129  0.58806  -1.26271  0.5398
H  -1.54737  -0.57311  -1.99854  0.0441
H  -0.41385  0.73277  -1.64784  0.0739
H  -2.45422  1.73171  -2.51169  -0.0202
H  -2.35067  2.12761  -0.79592  0.0736
Cl  3.23644  -3.37268  0.21215  0.5455
C  3.13971  -2.84424  -1.48488  -0.6487
C  2.07356  -1.79793  -1.67926  -0.6001
Cl  0.43589  -2.46751  -1.46804  0.7347
H  2.96188  -3.71976  -2.10450  0.0719
H  4.11154  -2.42839  -1.74758  0.0719
H  2.12416  -1.39919  -2.69187  0.0777
H  2.19556  -0.97295  -0.97877  0.0505
Cl  7.01628  -4.08045  5.27349  0.5386
C  6.89476  -3.59588  3.55908  -0.6470
C  5.81923  -2.56577  3.33865  -0.7481
Cl  4.17924  -3.22594  3.57091  0.5100
H  6.72155  -4.49157  2.96751  0.0684
H  7.86114  -3.17916  3.27899  0.0721
H  5.86414  -2.19783  2.31346  0.0677
H  5.93449  -1.71696  4.01055  -0.0930
Cl  9.58864  0.51213  6.90131  0.5517
C  7.86271  0.81361  7.21317  -0.6535
C  6.97848  -0.16634  6.48724  -0.6120
Cl  7.01052  0.07298  4.71977  0.6023
H  7.64357  1.83977  6.92860  0.0672
H  7.71216  0.71451  8.28727  0.0721
H  5.94417  -0.03505  6.80380  0.0832
H  7.27071  -1.19463  6.68967  0.0509
Cl  -1.90055  2.94944  -4.54700  0.5746
C  -3.52308  2.45823  -5.11143  -0.6367
C  -4.34639  3.63394  -5.56632  -0.6782
Cl  -4.81007  4.69805  -4.21142  0.5376
H  -4.01287  1.92027  -4.30157  0.0595
H  -3.37462  1.76848  -5.94082  0.0586
H  -5.27010  3.27925  -6.01981  0.0018
H  -3.81307  4.23517  -6.29913  0.0716
Cl  -6.99796  1.56363  3.23464  0.5351
C  -6.74496  2.12022  1.56020  -0.6671
C  -7.49961  1.28172  0.56118  -0.6623
Cl  -6.83512  -0.36535  0.43375  0.5154
H  -5.67660  2.10882  1.35881  0.0573
H  -7.09494  3.15014  1.51161  0.0726
H  -7.42156  1.73242  -0.42726  0.0714
H  -8.55228  1.20090  0.81989  0.0676
Cl  -7.96845  5.66222  -4.53302  0.5253
C  -7.73850  6.20103  -6.21102  -0.6640
C  -8.46279  5.31893  -7.19480  -0.6465
Cl  -7.72858  3.69568  -7.28120  0.5518
H  -6.66904  6.22304  -6.41185  0.0598
H  -8.12076  7.21852  -6.27495  0.0734
H  -8.40170  5.75085  -8.19241  0.0735
H  -9.51181  5.20340  -6.93500  0.0685
Cl  -4.98215  1.81975  -8.58696  0.5518
C  -5.99637  0.91728  -9.74152  -0.6534
C  -6.75492  -0.20176  -9.07532  -0.6664
Cl  -5.67775  -1.51125  -8.53047  0.5460
H  -5.35268  0.54674  -10.53500  0.0691
H  -6.69746  1.63089  -10.17191  0.0710
H  -7.45615  -0.64000  -9.78354  0.0737
H  -7.31387  0.15506  -8.21361  0.0641
Cl  9.46360  -2.13032  9.23658  0.5328
C  11.21685  -1.82950  9.17779  -0.6764
C  11.89672  -2.17032  10.47917  -0.6663
Cl  11.44328  -1.04956  11.78858  0.5358
H  11.36852  -0.78717  8.90851  0.0407
H  11.61827  -2.45210  8.37966  0.0759
H  12.97617  -2.09639  10.35772  0.0718
H  11.65507  -3.17962  10.80219  0.0669
Cl  2.66034  1.66204  0.88935  0.5355
C  2.88612  2.25847  2.55503  -0.6567
C  4.16900  1.75714  3.16917  -0.6484
Cl  4.12138  0.00527  3.47874  0.5813
H  2.02086  1.95721  3.13990  0.0694
H  2.90496  3.34590  2.50197  0.0721
H  4.33387  2.24590  4.12870  0.0719
H  5.02350  1.96384  2.52902  0.0696